{"formula": "C4H7NOP", "method": "ωB97M-V/def2-TZVPD", "species": ["C", "C", "C", "C", "N", "O", "P", "H", "H", "H", "H", "H", "H", "H"], "positions_angstrom": [[-1.202, 2.433, -1.431], [-0.838, 1.403, -0.916], [0.168, -0.858, -1.169], [-0.444, 0.160, -0.105], [0.435, 0.689, 0.945], [1.786, 0.817, 0.489], [1.293, -0.428, 1.937], [-1.182, 3.392, -1.834], [1.006, -0.589, -1.820], [0.567, -1.771, -0.491], [-0.755, -1.235, -1.787], [-1.216, -0.428, 0.291], [-0.212, -0.921, 2.906], [1.433, 0.498, 2.964]], "nbo_charge": [-0.341, 0.062, -0.619, -0.137, -0.466, -0.753, 0.633, 0.213, 0.223, 0.209, 0.188, 0.222, -0.364, -0.070], "max_force_ev_per_a": 4.30, "e_above_lowest_kj_mol": 350.2, "e_homo_ev": -3.10, "homo_lumo_gap_ha": 0.2624, "e_tot_ev": -17082.6956, "total_charge": -1}

---

{"formula": "C4H7NOS", "method": "ωB97M-V/def2-TZVPD", "species": ["O", "C", "C", "S", "C", "N", "C", "H", "H", "H", "H", "H", "H", "H"], "positions_angstrom": [[-0.006, 1.692, 0.040], [-0.370, 0.356, 0.039], [0.773, -0.614, -0.128], [2.334, -0.302, -0.014], [-1.435, 0.043, -1.018], [-2.154, -0.751, -0.063], [-1.368, -0.241, 1.073], [0.992, 1.715, 0.616], [0.415, -1.672, -0.335], [-1.858, 1.034, -1.235], [-1.283, -0.512, -1.942], [-3.138, -0.682, -0.064], [-1.021, -1.085, 1.754], [-1.929, 0.487, 1.749]], "nbo_charge": [-0.694, 0.138, -0.269, 0.070, -0.220, -0.630, -0.231, 0.479, 0.213, 0.190, 0.196, 0.367, 0.192, 0.201], "smiles": "OC1(C=S)CNC1", "max_force_ev_per_a": 5.07, "e_above_lowest_kj_mol": 270.3, "e_homo_ev": -9.03, "homo_lumo_gap_ha": 0.3236, "e_tot_ev": -18631.7477, "total_charge": 0}

---

{"formula": "C4H7NOS", "method": "ωB97M-V/def2-TZVPD", "species": ["C", "C", "C", "C", "N", "O", "S", "H", "H", "H", "H", "H", "H", "H"], "positions_angstrom": [[0.735, 0.897, 0.080], [-0.567, -1.442, 0.419], [-0.262, 1.189, -0.777], [-1.481, -0.438, 0.325], [-1.533, 0.808, -0.327], [2.298, -1.083, -0.285], [2.363, 0.378, -0.563], [0.567, 0.531, 1.078], [0.489, -1.601, 0.218], [-0.734, -2.370, 0.975], [-0.136, 1.555, -1.797], [-2.387, -0.679, 0.785], [-2.374, 1.201, -0.723], [3.021, 1.055, 0.594]], "nbo_charge": [-0.486, -0.509, 0.023, -0.028, -0.623, -0.971, 1.072, 0.239, 0.252, 0.207, 0.206, 0.194, 0.410, 0.015], "max_force_ev_per_a": 2.64, "e_above_lowest_kj_mol": 416.8, "e_homo_ev": -8.15, "homo_lumo_gap_ha": 0.3223, "e_tot_ev": -18630.2297, "total_charge": 0}

---

{"formula": "C4H7NOS", "method": "ωB97M-V/def2-TZVPD", "species": ["C", "C", "N", "O", "H", "H", "H", "H", "H", "C", "C", "S", "H", "H"], "positions_angstrom": [[0.989, 0.345, 0.908], [0.506, -0.721, 0.249], [-0.175, -1.885, 0.674], [0.739, -0.834, -1.068], [1.575, 1.066, 0.386], [0.685, 0.421, 1.981], [-0.670, -1.699, 1.513], [-0.509, -2.492, -0.066], [1.817, -1.185, -1.241], [-1.156, 1.472, -1.116], [-1.375, 1.201, 0.127], [-1.962, 1.161, 1.608], [-0.331, 1.879, -1.740], [-1.991, 1.533, -1.839]], "nbo_charge": [-0.582, 0.488, -0.842, -0.726, 0.225, 0.215, 0.393, 0.406, 0.492, -0.627, -0.018, 0.047, 0.269, 0.261], "smiles": "C=C(N)O.C=C=S", "max_force_ev_per_a": 6.25, "e_above_lowest_kj_mol": 379.0, "e_homo_ev": -8.05, "homo_lumo_gap_ha": 0.2985, "e_tot_ev": -18630.6217, "total_charge": 0}

---

{"formula": "C4H7NOS2", "method": "ωB97M-V/def2-TZVPD", "species": ["O", "C", "C", "N", "S", "C", "S", "C", "H", "H", "H", "H", "H", "H", "H"], "positions_angstrom": [[-1.832, -0.735, 0.234], [-0.443, -0.470, -0.064], [-0.355, 1.092, -0.034], [0.275, 1.630, 1.030], [0.412, 3.436, 0.817], [0.804, -1.090, 0.716], [1.631, -1.574, -0.871], [-0.075, -0.984, -1.464], [-1.832, -1.761, 0.295], [-1.033, 1.596, -0.911], [1.645, 3.283, 1.320], [1.263, -0.504, 1.578], [0.310, -1.997, 1.284], [-0.754, -1.741, -1.706], [-0.016, -0.181, -2.224]], "nbo_charge": [-0.691, 0.162, 0.102, -0.505, 0.108, -0.546, 0.165, -0.490, 0.469, 0.195, 0.127, 0.265, 0.202, 0.212, 0.224], "smiles": "OC1(/C=N/S)CSC1", "max_force_ev_per_a": 5.64, "e_above_lowest_kj_mol": 323.1, "e_homo_ev": -9.03, "homo_lumo_gap_ha": 0.3500, "e_tot_ev": -29466.4417, "total_charge": 0}

---

{"formula": "C4H7NOS2", "method": "ωB97M-V/def2-TZVPD", "species": ["S", "N", "C", "O", "C", "C", "C", "S", "H", "H", "H", "H", "H", "H", "H"], "positions_angstrom": [[-3.733, -0.304, 0.052], [-2.359, -1.282, -0.089], [-1.186, -0.790, -0.125], [-0.909, 0.509, 0.053], [0.252, 1.021, -0.594], [1.563, 0.515, 0.064], [1.371, -0.929, 0.589], [0.198, -1.883, -0.395], [-3.144, 0.881, 0.101], [0.260, 0.715, -1.638], [0.121, 2.129, -0.497], [2.334, 0.596, -0.671], [1.795, 1.203, 0.926], [1.080, -0.932, 1.670], [2.357, -1.446, 0.553]], "nbo_charge": [0.193, -0.627, 0.383, -0.523, -0.071, -0.435, -0.555, 0.248, 0.094, 0.188, 0.206, 0.217, 0.213, 0.227, 0.241], "smiles": "S/N=C1\\OCCCS1", "max_force_ev_per_a": 2.18, "e_above_lowest_kj_mol": 115.8, "e_homo_ev": -8.19, "homo_lumo_gap_ha": 0.3248, "e_tot_ev": -29468.5906, "total_charge": 0}

---

{"formula": "C4H7NP", "method": "ωB97M-V/def2-TZVPD", "species": ["C", "C", "C", "C", "N", "P", "H", "H", "H", "H", "H", "H", "H"], "positions_angstrom": [[0.097, 1.844, -2.072], [0.898, 2.041, -1.121], [-0.879, -0.878, 0.522], [0.602, -0.695, 0.940], [-0.862, -0.939, -0.936], [0.723, -0.562, -1.475], [-0.533, 1.581, -2.864], [1.644, 2.472, -0.457], [-1.089, -1.800, 1.121], [-1.646, -0.179, 0.852], [0.834, 0.220, 1.493], [1.093, -1.612, 1.292], [-1.783, -0.795, -1.380]], "nbo_charge": [-0.180, -0.191, -0.290, -0.357, -0.885, 0.991, 0.269, 0.293, 0.227, 0.225, 0.231, 0.236, 0.433], "max_force_ev_per_a": 5.70, "e_above_lowest_kj_mol": 290.7, "e_homo_ev": -14.05, "homo_lumo_gap_ha": 0.3205, "e_tot_ev": -15028.3240, "total_charge": 1}

---

{"formula": "C4H7NS", "method": "ωB97M-V/def2-TZVPD", "species": ["C", "C", "C", "S", "C", "N", "H", "H", "H", "H", "H", "H", "H"], "positions_angstrom": [[0.385, 0.398, 1.212], [-0.047, -0.205, 0.023], [-0.201, 0.746, -1.171], [-1.550, -1.497, 0.076], [0.971, -1.239, -0.203], [1.763, -2.136, -0.318], [0.584, -0.441, 2.054], [-0.195, 1.212, 1.619], [1.382, 0.831, 0.940], [0.730, 1.370, -1.103], [-1.200, 1.380, -0.936], [-0.135, 0.077, -2.115], [-2.486, -0.496, -0.079]], "nbo_charge": [-0.634, -0.169, -0.619, -0.040, 0.244, -0.308, 0.244, 0.229, 0.229, 0.221, 0.230, 0.251, 0.122], "smiles": "CC(C)(S)C#N", "max_force_ev_per_a": 6.22, "e_above_lowest_kj_mol": 188.8, "e_homo_ev": -9.75, "homo_lumo_gap_ha": 0.3788, "e_tot_ev": -16584.9740, "total_charge": 0}

---

{"formula": "C4H7NS", "method": "ωB97M-V/def2-TZVPD", "species": ["C", "C", "C", "C", "N", "S", "H", "H", "H", "H", "H", "H", "H"], "positions_angstrom": [[-2.193, -0.793, 0.072], [-1.198, 0.240, -0.067], [0.121, 0.202, -0.040], [1.112, 1.197, 0.018], [2.368, 0.873, 0.121], [3.020, -0.791, -0.024], [-2.655, -0.870, -0.831], [-3.025, -0.484, 0.852], [-1.748, -1.766, 0.298], [-1.732, 1.176, -0.337], [0.562, -0.795, -0.053], [1.027, 2.259, -0.050], [4.340, -0.447, 0.041]], "nbo_charge": [-0.638, -0.086, -0.299, 0.041, -0.512, 0.102, 0.223, 0.226, 0.214, 0.186, 0.199, 0.209, 0.134], "smiles": "C/C=C/C=N\\S", "max_force_ev_per_a": 3.59, "e_above_lowest_kj_mol": 232.8, "e_homo_ev": -8.58, "homo_lumo_gap_ha": 0.3345, "e_tot_ev": -16584.5190, "total_charge": 0}

---

{"formula": "C4H7NS", "method": "ωB97M-V/def2-TZVPD", "species": ["C", "C", "C", "C", "N", "S", "H", "H", "H", "H", "H", "H", "H"], "positions_angstrom": [[-0.045, -1.406, -1.737], [-2.404, 0.248, -0.384], [0.975, 0.522, 0.899], [1.582, -0.379, -0.100], [0.686, -0.769, -1.097], [-3.405, -0.508, 0.579], [-2.224, 0.016, -1.445], [-1.751, 1.026, 0.098], [1.569, 1.400, 1.274], [0.179, 0.943, 0.372], [0.464, -0.003, 1.739], [1.966, -1.280, 0.318], [2.409, 0.191, -0.515]], "nbo_charge": [0.289, -0.495, -0.615, -0.248, -0.521, 0.100, 0.209, 0.179, 0.226, 0.214, 0.222, 0.221, 0.219], "max_force_ev_per_a": 2.57, "e_above_lowest_kj_mol": 285.9, "e_homo_ev": -8.71, "homo_lumo_gap_ha": 0.3145, "e_tot_ev": -16583.9680, "total_charge": 0}

---

{"formula": "C4H7NS", "method": "ωB97M-V/def2-TZVPD", "species": ["C", "C", "S", "N", "H", "H", "H", "H", "H", "C", "C", "H", "H"], "positions_angstrom": [[2.211, -0.948, -0.001], [1.134, -0.660, 0.775], [0.276, 0.953, 0.567], [0.290, 0.932, -1.125], [2.796, -1.866, 0.208], [2.518, -0.292, -0.731], [0.749, -1.085, 1.677], [0.853, 1.847, -1.523], [-0.611, 1.087, -1.570], [-2.824, 0.517, 0.650], [-2.421, -0.430, 0.097], [-2.930, 1.208, 1.489], [-2.042, -1.262, -0.513]], "nbo_charge": [-0.388, -0.337, 0.365, -1.002, 0.204, 0.204, 0.211, 0.368, 0.379, -0.247, -0.242, 0.242, 0.245], "smiles": "C=CSN.C#C", "max_force_ev_per_a": 4.99, "e_above_lowest_kj_mol": 447.3, "e_homo_ev": -8.08, "homo_lumo_gap_ha": 0.3225, "e_tot_ev": -16582.2954, "total_charge": 0}

---

{"formula": "C4H7NS", "method": "ωB97M-V/def2-TZVPD", "species": ["C", "C", "S", "C", "C", "N", "H", "H", "H", "H", "H", "H", "H"], "positions_angstrom": [[1.869, 0.192, 0.772], [0.809, 1.060, 0.077], [1.196, 2.613, -0.356], [-0.483, 0.605, -0.260], [-1.020, -0.637, -0.070], [-2.135, -1.061, -0.665], [1.648, 0.018, 1.838], [2.802, 0.698, 0.646], [2.006, -0.787, 0.324], [-1.099, 1.268, -0.874], [-0.584, -1.414, 0.537], [-2.529, -0.550, -1.459], [-2.480, -2.006, -0.511]], "nbo_charge": [-0.678, -0.054, -0.095, -0.412, 0.116, -0.768, 0.228, 0.242, 0.214, 0.216, 0.194, 0.399, 0.399], "smiles": "CC(=S)/C=C/N", "max_force_ev_per_a": 1.82, "e_above_lowest_kj_mol": 91.3, "e_homo_ev": -7.87, "homo_lumo_gap_ha": 0.2925, "e_tot_ev": -16585.9851, "total_charge": 0}

---

{"formula": "C4H7NS", "method": "ωB97M-V/def2-TZVPD", "species": ["C", "C", "C", "C", "N", "S", "H", "H", "H", "H", "H", "H", "H"], "positions_angstrom": [[0.279, 0.035, 1.791], [1.455, -1.190, 0.576], [0.511, -0.474, -0.374], [-1.279, 1.188, 0.092], [-0.229, 0.311, 0.592], [0.001, 0.472, 3.275], [2.375, -0.771, 0.606], [1.170, -2.200, 0.758], [0.944, 0.270, -0.959], [0.017, -1.277, -1.076], [-1.957, 0.774, -0.559], [-1.697, 1.625, 0.986], [-0.795, 2.131, -0.383]], "nbo_charge": [0.089, -0.397, -0.234, -0.427, -0.431, -0.038, 0.205, 0.215, 0.186, 0.192, 0.212, 0.232, 0.196], "max_force_ev_per_a": 5.58, "e_above_lowest_kj_mol": 322.1, "e_homo_ev": -7.93, "homo_lumo_gap_ha": 0.3195, "e_tot_ev": -16583.5930, "total_charge": 0}

---

{"formula": "C4H7NS2", "method": "ωB97M-V/def2-TZVPD", "species": ["C", "C", "C", "N", "S", "C", "S", "H", "H", "H", "H", "H", "H", "H"], "positions_angstrom": [[0.621, -1.201, -2.806], [1.526, -0.172, -2.062], [1.324, 0.295, -0.818], [0.253, 0.236, 0.110], [-1.110, -0.762, -0.302], [0.333, 0.861, 1.288], [-0.757, 0.894, 2.528], [0.549, -2.193, -2.344], [-0.320, -0.757, -3.046], [1.074, -1.331, -3.831], [2.407, 0.064, -2.612], [2.039, 1.021, -0.420], [-1.760, -0.663, 0.874], [1.294, 1.387, 1.376]], "nbo_charge": [-0.669, -0.210, -0.025, -0.517, 0.164, -0.070, -0.140, 0.234, 0.226, 0.217, 0.221, 0.203, 0.166, 0.201], "smiles": "C/C=C\\N(S)C=S", "max_force_ev_per_a": 3.00, "e_above_lowest_kj_mol": 143.1, "e_homo_ev": -8.40, "homo_lumo_gap_ha": 0.3231, "e_tot_ev": -27420.3622, "total_charge": 0}

---

{"formula": "C4H7NS2", "method": "ωB97M-V/def2-TZVPD", "species": ["C", "C", "C", "C", "N", "S", "S", "H", "H", "H", "H", "H", "H", "H"], "positions_angstrom": [[-1.516, -1.437, 1.100], [-1.219, 0.581, -0.377], [0.061, 0.573, 0.283], [1.267, 0.049, -0.403], [-0.912, -0.546, 0.328], [-3.041, -1.945, 0.825], [-0.362, -2.129, 2.192], [-2.075, 1.292, -0.061], [-1.322, 0.430, -1.498], [0.271, 1.150, 1.290], [2.041, 0.841, -0.205], [1.049, -0.122, -1.456], [1.671, -0.822, 0.104], [-1.321, -2.735, 2.769]], "lowdin_spin": [0.537, 0.035, 0.033, 0.011, 0.187, 0.975, 0.176, 0.014, 0.010, 0.009, 0.002, 0.001, 0.001, 0.009], "spin_multiplicity": 3, "max_force_ev_per_a": 5.46, "e_above_lowest_kj_mol": 149.3, "e_homo_ev": [-5.27, -9.04], "homo_lumo_gap_ha": [0.2245, 0.2374], "e_tot_ev": -27416.5903, "total_charge": 0, "s2": 2.01}

---

{"formula": "C4H7NS2", "method": "ωB97M-V/def2-TZVPD", "species": ["C", "C", "C", "C", "N", "S", "S", "H", "H", "H", "H", "H", "H", "H"], "positions_angstrom": [[0.131, -1.152, -0.076], [0.192, -2.493, 0.328], [-0.719, 2.427, 1.214], [-0.036, -0.943, -1.455], [0.071, -0.078, 0.867], [1.223, 1.405, -1.618], [0.303, 1.422, 0.390], [0.189, -2.914, 1.410], [0.223, -3.223, -0.433], [-0.556, 3.434, 1.326], [-1.756, 2.310, 0.977], [0.157, -1.707, -2.243], [-0.951, -0.407, -1.644], [1.527, 1.918, 0.957]], "lowdin_spin": [0.036, 0.352, -0.031, 0.521, 0.010, 0.992, 0.041, 0.021, 0.020, -0.002, -0.002, 0.019, 0.024, -0.001], "spin_multiplicity": 3, "max_force_ev_per_a": 2.89, "e_above_lowest_kj_mol": 485.1, "e_homo_ev": [-7.17, -8.20], "homo_lumo_gap_ha": [0.2422, 0.1888], "e_tot_ev": -27413.1106, "total_charge": 0, "s2": 2.05}

---

{"formula": "C4H7NS3", "method": "ωB97M-V/def2-TZVPD", "species": ["C", "C", "C", "S", "C", "S", "N", "S", "H", "H", "H", "H", "H", "H", "H"], "positions_angstrom": [[0.233, -0.568, 1.548], [-0.825, -0.625, 0.439], [-0.343, -1.246, -0.867], [0.919, -0.289, -1.782], [0.859, 1.380, -1.241], [2.071, 2.387, -1.740], [-0.109, 1.797, -0.402], [-1.551, 0.998, 0.055], [0.607, -1.580, 1.728], [1.073, 0.051, 1.240], [-0.188, -0.190, 2.461], [-1.683, -1.213, 0.779], [0.140, -2.196, -0.665], [-1.212, -1.416, -1.507], [0.008, 2.710, -0.046]], "nbo_charge": [-0.622, -0.357, -0.547, 0.321, -0.102, -0.140, -0.756, 0.417, 0.216, 0.225, 0.224, 0.238, 0.231, 0.231, 0.422], "smiles": "C[C@@H]1CSC(=S)NS1", "max_force_ev_per_a": 1.10, "e_above_lowest_kj_mol": 0.0, "e_homo_ev": -8.37, "homo_lumo_gap_ha": 0.3220, "e_tot_ev": -38257.1269, "total_charge": 0}